1:
C3HF6P | the ωB97M-V functional and the def2-TZVPD basis

Values from the calculation:
- HOMO level: -10.515 eV
- E_LUMO: -0.9 eV
- Gap between HOMO and LUMO: 9.628 eV
- Spin multiplicity: 1

Geometry as XYZ:
```
11
Properties=species:S:1:pos:R:3:nbo_charge:R:1
P -2.14074 0.55889 -0.66904 1.056
F 0.24821 -1.67894 -0.75370 -0.304
F 2.44889 0.36828 1.03441 -0.257
F -0.34482 1.38386 1.06129 -0.261
F 2.58223 -1.55332 0.14560 -0.258
F -2.88420 0.65607 0.70096 -0.571
F 0.25901 1.68341 -1.17790 -0.573
C -0.41202 0.52661 0.09891 0.367
C 1.81413 -0.54307 0.36612 0.807
C 0.54366 -0.49988 -0.08351 0.082
H -2.11436 -0.90190 -0.72315 -0.090
```



2:
C3HF6P | the ωB97M-V functional and the def2-TZVPD basis

Values from the calculation:
- HOMO level: -9.324 eV
- E_LUMO: -0.9 eV
- Gap between HOMO and LUMO: 8.410 eV
- Spin multiplicity: 1

Geometry as XYZ:
```
11
Properties=species:S:1:pos:R:3:nbo_charge:R:1
P -0.74594 -0.86317 -0.04630 1.836
F 0.00504 1.82481 0.75255 -0.289
F -0.28508 -1.86452 -1.23747 -0.539
F -2.14536 1.39404 -0.40021 -0.331
F 1.50507 1.71829 -0.82346 -0.309
F 1.27386 -0.23834 1.77283 -0.332
F -1.31725 -2.09698 0.90573 -0.538
C 0.57388 1.04220 -0.10872 0.622
C -1.43331 0.45505 -1.03987 -0.136
C 0.93622 -0.30730 0.41109 -0.248
H 1.63288 -1.06408 -0.18616 0.265
```



Least stable structure: 2



1:
C3H9NOS | the ωB97M-V functional and the def2-TZVPD basis

Values from the calculation:
- SMILES: CN=S(C)(C)=O
- HOMO level: -9.052 eV
- E_LUMO: 0.7 eV
- Gap between HOMO and LUMO: 9.743 eV
- Spin multiplicity: 1

Geometry as XYZ:
```
15
Properties=species:S:1:pos:R:3:nbo_charge:R:1
S 0.12770 0.51273 -0.21606 1.863
O 0.24497 2.09776 -0.60503 -0.921
N -1.09066 -0.35220 -0.39257 -0.923
C 1.01907 0.33592 1.35311 -0.872
C -2.33650 -0.05353 0.18648 -0.429
C 1.24643 -0.42456 -1.36692 -0.804
H 1.33814 0.22394 -2.37972 0.261
H -2.05541 -0.26052 1.27687 0.175
H 1.69363 -0.57248 1.50117 0.251
H -2.89548 0.84813 -0.03039 0.205
H 2.28432 -0.58478 -0.94964 0.229
H 0.70036 -1.34325 -1.59445 0.258
H -3.09209 -0.84295 -0.18680 0.201
H 0.30241 0.52470 2.20860 0.253
H 1.64194 1.15838 1.11962 0.253
```



2:
C3H9NOS | the ωB97M-V functional and the def2-TZVPD basis

Values from the calculation:
- SMILES: N[C@@H](CO)CS
- HOMO level: -8.954 eV
- E_LUMO: 0.7 eV
- Gap between HOMO and LUMO: 9.663 eV
- Spin multiplicity: 1

Geometry as XYZ:
```
15
Properties=species:S:1:pos:R:3:nbo_charge:R:1
S 1.78647 -0.93801 -0.21658 -0.103
O -2.19061 -0.65855 -0.74502 -0.705
N -1.00773 1.61601 1.12648 -0.820
C 1.04569 0.48244 0.66992 -0.500
C -0.96708 0.06819 -0.83628 -0.120
C -0.48734 0.37120 0.53043 -0.111
H -1.74017 -1.50163 -0.86597 0.469
H -1.10539 2.13676 0.26310 0.353
H -0.65350 -0.61492 1.07316 0.205
H -1.81189 1.61259 1.61788 0.368
H 1.38118 0.59073 1.71963 0.247
H 1.57218 1.27039 0.10927 0.221
H -0.31743 -0.45259 -1.60315 0.195
H 2.16834 -0.55231 -1.46928 0.133
H -1.04547 0.94449 -1.48899 0.167
```



Least stable structure: 1



1:
C19H16O6 | the ωB97M-V functional and the def2-TZVPD basis

Values from the calculation:
- SMILES: O=C(/C=C(O)/C=C/c1ccc(O)c(O)c1)/C=C/c1ccc(O)c(O)c1
- HOMO level: -7.862 eV
- E_LUMO: -0.5 eV
- Gap between HOMO and LUMO: 7.358 eV
- Spin multiplicity: 1

Geometry as XYZ:
```
41
Properties=species:S:1:pos:R:3:nbo_charge:R:1
O -8.13331 0.11867 0.88696 -0.704
O 1.17286 3.27830 0.13816 -0.633
O -7.93030 -2.33479 -0.23901 -0.655
O 7.90256 0.45547 -0.62453 -0.704
O -1.34995 2.85854 0.14029 -0.682
O 8.13861 -2.09377 0.24239 -0.654
C -3.43582 1.00506 -0.04709 -0.113
C -2.15380 0.66238 -0.26146 -0.304
C -1.05568 1.59013 -0.11604 0.518
C 6.91607 -1.51518 0.22422 0.250
C 2.71278 1.52617 -0.09490 -0.275
C 4.55169 -1.62694 0.61529 -0.169
C 5.79700 -2.22062 0.64088 -0.256
C 3.05096 0.25645 0.17041 -0.112
C 0.24247 1.15569 -0.21846 -0.494
C -6.84302 -1.52988 -0.20861 0.246
C 5.51473 0.39711 -0.23831 -0.267
C -5.63834 -1.95491 -0.75129 -0.249
C 4.38191 -0.31041 0.18015 -0.113
C -5.80383 0.56085 0.39369 -0.268
C -6.91557 -0.25203 0.36798 0.289
C 1.34612 2.05793 -0.04538 0.490
C 6.75963 -0.19150 -0.21960 0.296
C -4.58006 0.12786 -0.13261 -0.098
C -4.52466 -1.14275 -0.71014 -0.177
H -5.87297 1.54376 0.84167 0.208
H 7.68258 1.35027 -0.90491 0.492
H 8.78145 -1.44772 -0.08357 0.496
H -3.63749 2.02660 0.24917 0.218
H -1.87525 -0.34630 -0.52597 0.208
H -5.59855 -2.93397 -1.20109 0.228
H -8.06856 1.00587 1.25556 0.491
H -0.47008 3.34068 0.20220 0.518
H 5.41944 1.41430 -0.58980 0.207
H 2.27183 -0.44663 0.43649 0.203
H 0.43205 0.12242 -0.44595 0.213
H 3.69102 -2.19124 0.94245 0.212
H 5.92632 -3.23580 0.97953 0.229
H -8.66295 -1.86616 0.18454 0.496
H -3.60422 -1.49495 -1.14676 0.211
H 3.46234 2.28102 -0.28657 0.209
```



2:
C19H16O6 | the ωB97M-V functional and the def2-TZVPD basis

Values from the calculation:
- SMILES: O=C1c2ccccc2C(=O)c2ccccc21.O=C1CC[C@@H](COO)O1
- HOMO level: -9.475 eV
- E_LUMO: -1.2 eV
- Gap between HOMO and LUMO: 8.279 eV
- Spin multiplicity: 1

Geometry as XYZ:
```
41
Properties=species:S:1:pos:R:3:nbo_charge:R:1
O 2.37738 -0.47811 4.26502 -0.541
O -2.38123 2.50793 -4.73842 -0.521
O -0.41469 0.19839 -0.34969 -0.562
O -0.25697 -3.28376 4.24976 -0.446
O 3.78900 -1.31243 6.05590 -0.547
O -0.30607 -2.56027 3.09141 -0.257
C 1.04877 -0.09839 -2.71055 -0.190
C 4.11584 -2.00453 3.57109 -0.519
C -2.17610 1.41180 -1.31668 -0.167
C -4.10936 2.13763 -0.06903 -0.179
C 0.28257 -1.25190 3.23589 -0.135
C 2.70949 -2.57643 2.96827 -0.431
C -0.68233 1.18798 -3.79993 -0.152
C -0.87902 0.70025 -1.36017 0.612
C 3.45890 -1.25121 4.84909 0.801
C 1.18340 0.34352 -5.07723 -0.191
C -0.15768 0.60085 -2.64860 -0.070
C 1.71698 -0.22575 -3.92309 -0.191
C -1.94592 1.95704 -3.74234 0.523
C -4.59785 2.78472 -1.20195 -0.192
C -0.01134 1.05311 -5.01621 -0.149
C -2.67736 2.03925 -2.45744 -0.058
C -3.88491 2.73603 -2.39468 -0.180
C 1.88389 -1.21035 3.08951 0.060
C -2.89802 1.45727 -0.12358 -0.168
H 1.70077 0.23555 -6.02516 0.221
H -0.13485 -0.61670 2.36347 0.231
H -5.53896 3.32326 -1.15613 0.221
H -0.41968 1.49674 -5.91879 0.241
H -0.04499 -2.72116 5.02943 0.452
H 4.92425 -2.77803 3.81424 0.250
H 2.80365 -3.07219 1.93451 0.244
H 4.41576 -1.13504 2.86880 0.228
H -2.52014 0.95941 0.76378 0.237
H 1.46702 -0.54826 -1.81574 0.236
H -4.67272 2.16556 0.85810 0.219
H 2.65293 -0.77322 -3.97001 0.220
H 2.15538 -0.64794 2.11762 0.189
H 2.32237 -3.29484 3.77350 0.226
H -4.27334 3.23752 -3.27530 0.242
H -0.02483 -0.69328 4.19135 0.196
```



Least stable structure: 2



1:
C5H10NOS | the ωB97M-V functional and the def2-TZVPD basis

Values from the calculation:
- HOMO level: -12.333 eV
- E_LUMO: -4.8 eV
- Gap between HOMO and LUMO: 7.580 eV
- Spin multiplicity: 1
- Total charge: +1

Geometry as XYZ:
```
18
Properties=species:S:1:pos:R:3:nbo_charge:R:1
S -1.18652 -1.05783 1.65134 0.410
O -3.30688 0.41223 0.58802 -0.681
N -1.32552 0.65133 -0.50916 -0.643
C 0.98026 1.03230 -1.12880 -0.792
C 0.33364 -1.07751 0.89467 -0.011
C 1.52249 -1.58020 1.41600 -0.831
C -0.05279 0.00554 -1.04333 0.076
C -2.15838 -0.33601 0.09533 0.177
H -4.04220 -0.29015 0.69539 0.514
H 0.70399 1.48075 -2.15335 0.270
H 2.19808 -0.87071 1.91404 0.329
H 2.00368 0.59632 -1.23398 0.268
H 1.47606 -2.29121 2.29260 0.258
H -2.13828 -1.23839 -0.49205 0.252
H -1.18934 1.54613 0.05857 0.432
H -1.93447 0.89089 -1.29573 0.464
H 1.17736 1.88373 -0.46751 0.216
H 2.19168 -1.96358 0.60262 0.294
```



2:
C5H10NOS | the ωB97M-V functional and the def2-TZVPD basis

Values from the calculation:
- SMILES: COC1=C[N@@H+](C)CS1
- HOMO level: -12.777 eV
- E_LUMO: -3.2 eV
- Gap between HOMO and LUMO: 9.621 eV
- Spin multiplicity: 1
- Total charge: +1

Geometry as XYZ:
```
18
Properties=species:S:1:pos:R:3:nbo_charge:R:1
S 1.59676 2.14461 0.05914 0.344
O 2.72788 -0.22701 0.00310 -0.468
N -0.75467 0.87017 -0.46616 -0.366
C 2.78585 -1.64163 0.27214 -0.248
C -0.29824 2.05726 0.24421 -0.312
C 0.26904 -0.13882 -0.39146 -0.323
C -1.93464 0.30434 0.21019 -0.400
C 1.62077 0.43492 -0.25134 0.260
H -2.86601 0.91455 0.15126 0.242
H 2.67598 -2.00618 -0.73617 0.200
H -1.70314 0.11257 1.19721 0.231
H 1.92058 -1.91789 0.77843 0.193
H 0.16018 -1.13909 -0.55171 0.237
H -0.54064 1.93931 1.34596 0.248
H -0.78304 2.91966 -0.13455 0.246
H -1.03534 1.03695 -1.48574 0.442
H -2.06188 -0.62383 -0.18139 0.225
H 3.85015 -1.74124 0.71879 0.249
```



Least stable structure: 1